No. 1
The following is a quantum chemistry calculation of a cluster of 10 separate species, C45H102O15S5 in total in a non-equilibrium geometry, from the OMol25 dataset.

Computed properties:
E_HOMO   -9.5 eV
F_max   2.8 eV/A
Structure (SMILES)   CCOS(C)(=O)=O.CCOS(C)(=O)=O.CCOS(C)(=O)=O.CCOS(C)(=O)=O.CCOS(C)(=O)=O.c1ccccc1.CCCCCC.CCCCCC.CCCCCC.CCCCCC
HOMO-LUMO gap   9.75 eV
LUMO   0.26 eV

```
! wB97M-V def2-TZVPD RIJCOSX def2/J DEFGRID3
* xyz 0 1
C 0.627 -4.452 3.699
C 1.935 -5.162 4.035
O 1.830 -5.903 5.256
S 0.963 -7.276 5.335
C 1.994 -8.166 6.519
O -0.288 -7.028 6.005
O 1.065 -7.931 4.045
H 0.908 -3.650 3.012
H 0.209 -3.971 4.581
H -0.078 -5.137 3.230
H 2.285 -5.815 3.233
H 2.706 -4.409 4.193
H 2.225 -7.362 7.216
H 2.875 -8.411 5.931
H 1.478 -9.010 6.956
C -0.861 -6.288 0.604
C -1.510 -7.318 1.526
O -2.779 -6.892 2.002
S -3.700 -7.919 2.827
C -2.779 -8.191 4.335
O -4.887 -7.211 3.203
O -3.744 -9.154 2.104
H -1.064 -5.292 1.019
H -1.285 -6.146 -0.390
H 0.211 -6.462 0.639
H -1.592 -8.251 0.963
H -0.834 -7.471 2.369
H -1.794 -8.608 4.141
H -3.414 -8.881 4.886
H -2.674 -7.244 4.856
C -1.885 1.659 4.389
C -0.544 2.040 3.781
O 0.066 0.892 3.196
S 1.347 0.240 3.953
C 2.614 1.491 3.572
O 1.161 0.263 5.378
O 1.714 -0.973 3.266
H -2.640 1.634 3.600
H -2.321 2.420 5.050
H -1.929 0.798 5.053
H -0.742 2.839 3.070
H 0.008 2.429 4.641
H 2.132 2.467 3.562
H 2.961 1.281 2.563
H 3.407 1.473 4.311
C 3.786 0.520 -4.419
C 2.589 0.996 -5.272
O 1.742 -0.116 -5.527
S 0.725 -0.532 -4.331
C -0.458 -1.504 -5.314
O 1.428 -1.496 -3.525
O 0.013 0.585 -3.776
H 4.542 1.286 -4.242
H 4.153 -0.337 -4.975
H 3.424 0.284 -3.418
H 2.134 1.963 -5.032
H 2.923 1.299 -6.272
H 0.108 -2.240 -5.882
H -1.051 -0.878 -5.974
H -1.082 -2.046 -4.609
C 4.356 -0.741 -0.444
C 5.672 -0.421 -1.117
O 6.448 0.493 -0.298
S 8.047 0.374 -0.247
C 8.482 0.802 -1.901
O 8.468 1.453 0.579
O 8.334 -1.004 0.057
H 3.654 -1.180 -1.153
H 3.881 0.193 -0.134
H 4.522 -1.340 0.448
H 6.308 -1.306 -1.191
H 5.554 0.070 -2.084
H 9.480 1.220 -1.970
H 7.707 1.440 -2.322
H 8.441 -0.103 -2.513
C -2.949 -1.379 -2.837
C -3.311 -0.289 -3.605
C -4.475 -0.357 -4.377
C -5.225 -1.512 -4.388
C -4.840 -2.610 -3.648
C -3.689 -2.537 -2.870
H -2.023 -1.296 -2.276
H -2.729 0.611 -3.447
H -4.719 0.506 -4.985
H -6.048 -1.560 -5.092
H -5.346 -3.567 -3.633
H -3.385 -3.389 -2.273
C 2.332 2.521 -0.826
C 0.914 2.067 -0.627
C 0.788 0.703 0.064
C -0.710 0.311 0.162
C -0.926 -1.060 0.797
C -0.113 -2.215 0.179
H 2.975 1.749 -1.263
H 2.859 2.805 0.092
H 2.428 3.389 -1.484
H 0.427 2.787 0.047
H 0.345 2.174 -1.554
H 1.325 0.798 1.011
H 1.316 -0.067 -0.505
H -1.232 1.049 0.773
H -1.014 0.298 -0.887
H -0.859 -1.016 1.884
H -1.995 -1.243 0.611
H -0.199 -2.178 -0.909
H 0.941 -2.108 0.428
H -0.539 -3.145 0.551
C -1.267 3.603 -3.943
C -2.525 3.740 -3.129
C -2.453 3.149 -1.707
C -3.558 3.600 -0.778
C -3.567 2.912 0.578
C -4.743 3.291 1.472
H -0.508 4.336 -3.622
H -1.389 3.857 -4.995
H -0.700 2.692 -3.733
H -2.860 4.777 -3.049
H -3.318 3.173 -3.632
H -1.494 3.477 -1.280
H -2.317 2.070 -1.823
H -3.437 4.665 -0.569
H -4.515 3.404 -1.277
H -3.423 1.829 0.524
H -2.649 3.233 1.091
H -4.602 3.083 2.535
H -4.840 4.383 1.516
H -5.699 2.873 1.158
C -6.663 -0.390 3.670
C -5.389 -0.141 2.862
C -4.105 -0.767 3.418
C -4.052 -2.259 3.716
C -2.777 -2.730 4.459
C -2.994 -4.111 5.118
H -6.670 0.054 4.670
H -6.890 -1.433 3.903
H -7.509 0.023 3.119
H -5.578 -0.339 1.803
H -5.176 0.931 2.868
H -3.977 -0.254 4.380
H -3.268 -0.450 2.789
H -4.956 -2.554 4.256
H -4.166 -2.769 2.750
H -1.982 -2.776 3.716
H -2.622 -1.897 5.149
H -2.240 -4.174 5.908
H -3.940 -4.219 5.647
H -2.856 -4.949 4.441
C 2.668 5.236 -4.235
C 3.205 6.508 -4.941
C 2.539 7.731 -4.281
C 2.997 9.104 -4.760
C 4.363 9.523 -4.213
C 4.874 10.860 -4.724
H 1.597 5.191 -4.471
H 2.580 5.412 -3.160
H 3.217 4.330 -4.469
H 4.265 6.531 -4.666
H 3.152 6.400 -6.022
H 2.807 7.639 -3.224
H 1.458 7.584 -4.334
H 3.068 9.125 -5.853
H 2.271 9.886 -4.520
H 4.315 9.487 -3.121
H 5.127 8.786 -4.476
H 4.547 11.770 -4.202
H 5.935 11.012 -4.499
H 4.658 11.032 -5.778
*
```

---

No. 2
The following is a quantum chemistry calculation of the ion C5H9BrN3 with charge +1 in a non-equilibrium geometry, from the OMol25 dataset.

Computed properties:
E_HOMO   -13.6 eV
F_max   3.0 eV/A
Structure (SMILES)   [H]/N=C(Br)/N=C\CCC=[NH2+]
HOMO-LUMO gap   9.42 eV
LUMO   -4.14 eV

```
! wB97M-V def2-TZVPD RIJCOSX def2/J DEFGRID3
* xyz 1 1
H 1.627 -1.934 -0.466
N 1.282 -0.993 -0.378
C 2.131 0.004 -0.390
Br 3.988 -0.143 0.045
N 1.764 1.284 -0.636
C 0.674 1.900 -0.339
C -0.536 1.522 0.480
C -0.835 0.067 0.838
C -1.080 -0.772 -0.301
N -1.455 -1.993 -0.214
H 0.730 3.009 -0.729
H -0.674 2.248 1.357
H -1.257 1.823 -0.298
H -1.808 0.027 1.239
H -0.217 -0.634 1.462
H -0.950 -0.505 -1.330
H -1.568 -2.403 0.655
H -1.817 -2.507 -0.996
*
```

---

No. 3
The following is a quantum chemistry calculation of an isolated molecule of C2H4I3P in a non-equilibrium geometry, from the OMol25 dataset.

Computed properties:
E_HOMO (spin up / spin down)   -8.1 / -8.5 eV
F_max   2.9 eV/A
Structure (SMILES)   CC=P(I)(I)I
HOMO-LUMO gap (spin up / spin down)   6.22 / 6.54 eV
LUMO (spin up / spin down)   -1.86 / -1.92 eV

```
! wB97M-V def2-TZVPD RIJCOSX def2/J DEFGRID3
* xyz 0 1
C -0.002 0.004 -0.377
C -1.079 0.886 0.183
P -2.667 0.115 0.057
I -4.071 1.944 0.673
I -3.058 -0.345 -2.294
I -4.145 -1.883 1.150
H -0.374 -0.933 -0.916
H 0.444 0.781 -1.001
H 0.706 -0.503 0.374
H -0.899 1.658 0.968
*
```

---

No. 4
The following is a quantum chemistry calculation of a cluster of 2 separate species, CH4ClN2S in total in a non-equilibrium geometry, from the OMol25 dataset.

Computed properties:
E_HOMO (spin up / spin down)   -13.5 / -13.6 eV
F_max   3.8 eV/A
HOMO-LUMO gap (spin up / spin down)   6.27 / 6.33 eV
LUMO (spin up / spin down)   -7.23 / -7.23 eV

```
! wB97M-V def2-TZVPD RIJCOSX def2/J DEFGRID3
* xyz 1 1
C -0.306 -0.097 -0.319
N -1.560 0.158 -0.535
N 0.603 -0.963 -0.616
S 0.966 0.957 2.103
Cl 2.458 2.165 1.728
H -2.221 -0.532 -0.815
H -1.788 1.061 -0.147
H 0.482 -1.596 -1.421
H 1.366 -1.153 0.022
*
```

---

Energy relative to the best compared isomer or geometry (same formula, charge and spin) list, top to bottom, in kcal/mol: 0.0, 38.4, 6.2, 76.9